# 1
{"formula": "CH22O10", "method": "ωB97M-V/def2-TZVPD", "energy_ha": -803.57094, "e_above_lowest_kj_mol": 273.65, "gap_ev": 7.69, "homo_ev": -9.1, "symbols": ["O", "H", "H", "H", "C", "O", "H", "H", "H", "O", "H", "H", "O", "H", "H", "O", "H", "H", "O", "H", "H", "O", "H", "H", "O", "H", "H", "O", "H", "H", "O", "H", "H"], "xyz": [[-6.762, -16.426, 3.228], [-5.820, -16.608, 3.191], [-7.041, -15.859, 3.950], [-7.264, -17.244, 3.229], [-3.857, -18.022, 1.976], [-4.159, -17.156, 3.066], [-3.155, -17.606, 1.255], [-3.336, -18.899, 2.360], [-4.695, -18.228, 1.310], [-4.178, -14.454, 2.436], [-5.110, -14.266, 2.328], [-4.154, -15.275, 2.927], [-1.701, -20.626, 0.251], [-2.174, -20.450, -0.563], [-2.303, -21.164, 0.766], [-1.073, -20.325, 3.338], [-1.748, -20.172, 2.677], [-0.627, -19.483, 3.426], [-1.624, -16.254, 4.567], [-1.016, -16.900, 4.209], [-2.434, -16.388, 4.077], [-6.175, -16.142, -0.113], [-5.231, -16.169, 0.039], [-6.372, -15.213, -0.235], [-5.306, -18.954, 4.965], [-4.912, -18.346, 4.339], [-6.163, -19.160, 4.593], [-3.291, -15.446, -0.099], [-2.812, -16.097, 0.413], [-3.522, -14.766, 0.533], [-3.482, -21.702, 2.170], [-3.822, -21.807, 3.059], [-4.019, -22.288, 1.637]]}



# 2
{"formula": "CH23O14Sn", "method": "ωB97M-V/def2-TZVPD", "total_charge": 1, "energy_ha": -1319.23985, "gap_ev": 4.57, "homo_ev": -12.3, "symbols": ["Sn", "C", "O", "O", "O", "H", "O", "H", "H", "O", "H", "H", "O", "H", "H", "O", "H", "H", "O", "H", "H", "O", "H", "H", "O", "H", "H", "O", "H", "H", "O", "H", "H", "O", "H", "H", "O", "H", "H"], "xyz": [[-17.293, 8.963, -0.717], [-15.419, 11.271, -2.348], [-14.525, 11.242, -1.496], [-15.165, 11.849, -3.539], [-16.546, 10.769, -2.158], [-14.511, 12.536, -3.608], [-13.378, 13.640, -4.071], [-13.691, 14.451, -3.634], [-12.770, 13.143, -3.477], [-17.943, 10.880, -4.480], [-17.203, 10.806, -3.869], [-18.324, 9.992, -4.516], [-14.324, 11.257, -6.251], [-15.225, 11.215, -6.504], [-14.288, 10.788, -5.428], [-17.227, 13.532, -1.247], [-18.167, 13.612, -1.423], [-17.237, 12.653, -0.943], [-12.182, 11.772, -0.338], [-12.092, 12.403, 0.354], [-13.119, 11.807, -0.605], [-15.339, 13.623, -6.399], [-14.988, 12.774, -6.039], [-15.214, 13.449, -7.349], [-14.815, 8.139, -0.789], [-14.266, 7.869, -1.525], [-14.451, 8.870, -0.226], [-14.736, 13.304, 0.531], [-14.987, 12.635, -0.124], [-14.445, 12.640, 1.207], [-12.761, 9.990, -3.623], [-13.593, 10.414, -3.387], [-12.517, 9.636, -2.772], [-17.360, 13.687, -4.197], [-17.113, 13.508, -3.285], [-16.854, 13.136, -4.773], [-18.117, 11.347, -0.011], [-19.018, 11.652, 0.164], [-17.671, 11.630, 0.790]]}



# 3
{"formula": "CH24O11", "method": "ωB97M-V/def2-TZVPD", "energy_ha": -879.94613, "e_above_lowest_kj_mol": 448.09, "gap_ev": 8.28, "homo_ev": -8.5, "symbols": ["O", "H", "H", "H", "C", "O", "H", "H", "H", "O", "H", "H", "O", "H", "H", "O", "H", "H", "O", "H", "H", "O", "H", "H", "O", "H", "H", "O", "H", "H", "O", "H", "H", "O", "H", "H"], "xyz": [[-28.289, -26.956, -3.758], [-28.792, -26.820, -3.064], [-27.804, -27.802, -3.485], [-28.963, -27.104, -4.571], [-29.636, -29.418, -5.589], [-29.966, -28.082, -5.557], [-29.449, -30.044, -4.593], [-28.696, -29.393, -5.963], [-30.474, -29.825, -6.300], [-27.083, -29.437, -3.224], [-26.516, -30.013, -3.695], [-26.570, -29.229, -2.389], [-28.926, -24.268, -5.874], [-29.231, -23.754, -6.532], [-28.944, -25.107, -6.288], [-29.000, -27.209, -8.181], [-29.179, -27.580, -7.319], [-29.851, -27.350, -8.641], [-26.421, -27.602, -5.704], [-25.582, -27.759, -5.099], [-26.353, -26.656, -6.010], [-30.380, -27.188, -2.046], [-30.377, -27.672, -1.154], [-30.783, -27.835, -2.684], [-29.700, -24.095, -3.060], [-30.140, -23.181, -2.815], [-29.827, -24.139, -4.129], [-27.897, -25.568, -1.325], [-28.132, -25.036, -0.632], [-28.369, -24.893, -1.892], [-31.716, -27.554, -6.726], [-32.312, -28.195, -6.907], [-30.997, -27.990, -6.451], [-31.997, -28.579, -3.853], [-32.319, -29.427, -3.572], [-31.302, -28.675, -4.519]]}



# 4
{"formula": "CH25CuO15", "method": "ωB97M-V/def2-TZVPD", "total_charge": 1, "energy_ha": -2821.97228, "gap_ev": [9.21, 6.98], "homo_ev": [-12.6, -12.6], "spin_multiplicity": 2, "symbols": ["Cu", "C", "O", "O", "O", "H", "O", "H", "H", "O", "H", "H", "O", "H", "H", "O", "H", "H", "O", "H", "H", "O", "H", "H", "O", "H", "H", "O", "H", "H", "O", "H", "H", "O", "H", "H", "O", "H", "H", "O", "H", "H"], "xyz": [[-0.446, 2.105, 0.326], [0.681, -0.144, -0.561], [0.039, 0.257, 0.432], [1.999, -0.491, -0.450], [0.157, -0.164, -1.665], [2.292, -0.691, 0.452], [-2.465, 0.253, -2.881], [-2.660, 1.077, -3.305], [-3.340, -0.200, -2.945], [-1.654, 1.917, 2.106], [-1.784, 0.936, 2.137], [-2.440, 2.413, 2.395], [1.541, 0.387, 3.211], [1.375, -0.094, 4.033], [2.157, -0.249, 2.748], [-2.143, 1.903, -0.692], [-3.079, 2.102, -0.593], [-2.038, 1.294, -1.441], [1.187, 2.464, 1.541], [1.305, 1.779, 2.174], [1.205, 3.215, 2.082], [-1.250, -2.391, -1.588], [-1.484, -2.389, -2.561], [-0.842, -1.527, -1.453], [0.604, 2.844, -1.394], [-0.023, 3.489, -1.852], [1.091, 2.487, -2.121], [1.461, -2.450, -2.653], [1.900, -1.668, -2.297], [0.619, -2.248, -2.230], [0.247, 0.580, -4.178], [0.888, 0.008, -4.584], [0.112, 0.330, -3.262], [0.098, -2.243, 1.953], [1.045, -2.152, 1.931], [-0.079, -2.924, 2.593], [2.782, -1.808, 1.931], [3.010, -2.266, 1.139], [3.217, -2.316, 2.619], [-1.791, -0.828, 3.202], [-0.982, -1.194, 2.763], [-2.512, -1.393, 2.918]]}



# 5
{"formula": "CH25O12", "method": "ωB97M-V/def2-TZVPD", "total_charge": -1, "energy_ha": -955.91140, "e_above_lowest_kj_mol": 369.76, "gap_ev": 8.67, "homo_ev": -6.0, "symbols": ["C", "O", "H", "H", "H", "O", "H", "H", "O", "H", "H", "O", "H", "H", "O", "H", "H", "O", "H", "H", "O", "H", "H", "O", "H", "H", "O", "H", "H", "O", "H", "H", "O", "H", "H", "O", "H", "H"], "xyz": [[-15.033, -7.727, -49.192], [-15.575, -7.690, -50.454], [-15.145, -6.707, -48.798], [-14.167, -8.024, -49.360], [-15.552, -8.325, -48.495], [-12.876, -9.320, -51.939], [-13.275, -8.498, -51.601], [-13.007, -9.372, -52.926], [-15.510, -10.158, -46.611], [-16.412, -10.516, -46.801], [-15.085, -9.695, -47.295], [-15.107, -3.496, -47.468], [-14.417, -2.799, -47.634], [-14.583, -4.205, -47.913], [-17.521, -5.990, -49.732], [-16.889, -6.686, -49.930], [-17.065, -5.161, -49.422], [-18.607, -8.795, -49.735], [-17.741, -9.179, -50.132], [-18.481, -8.031, -49.462], [-14.643, -6.497, -52.829], [-15.278, -7.053, -53.443], [-14.893, -6.905, -51.945], [-15.738, -5.795, -45.319], [-16.128, -5.721, -46.268], [-15.602, -5.047, -44.695], [-13.354, -4.873, -49.074], [-12.855, -4.870, -49.821], [-13.882, -5.592, -49.287], [-16.223, -10.291, -50.604], [-15.919, -9.309, -50.485], [-16.298, -10.395, -51.548], [-11.986, -9.173, -47.367], [-12.441, -8.476, -47.015], [-12.269, -9.323, -48.183], [-13.586, -10.610, -49.619], [-14.470, -10.404, -49.494], [-13.363, -10.242, -50.451]]}



# 6
{"formula": "CH26F3Na2O16S", "method": "ωB97M-V/def2-TZVPD", "total_charge": 1, "energy_ha": -2279.84270, "gap_ev": 7.95, "homo_ev": -11.7, "symbols": ["Na", "Na", "C", "F", "F", "F", "S", "O", "O", "O", "O", "H", "H", "O", "H", "H", "O", "H", "H", "O", "H", "H", "O", "H", "H", "O", "H", "H", "O", "H", "H", "O", "H", "H", "O", "H", "H", "O", "H", "H", "O", "H", "H", "O", "H", "H", "O", "H", "H"], "xyz": [[-3.409, 5.512, 8.689], [-4.013, 0.421, 5.754], [-2.557, 4.518, 3.861], [-3.027, 4.777, 2.663], [-1.628, 3.540, 3.825], [-1.877, 5.574, 4.276], [-4.074, 3.968, 5.104], [-5.166, 4.869, 4.738], [-4.373, 2.543, 4.889], [-3.488, 4.247, 6.410], [-0.891, 7.268, 1.908], [-0.456, 7.127, 2.749], [-0.902, 6.405, 1.495], [-6.593, 1.580, 6.437], [-7.053, 0.973, 7.017], [-7.200, 2.310, 6.323], [-5.758, 4.635, 1.751], [-5.696, 3.703, 1.544], [-5.423, 4.706, 2.645], [-5.924, 7.464, 5.356], [-5.436, 6.670, 5.141], [-6.805, 7.155, 5.567], [-4.533, 3.151, 8.973], [-4.959, 2.672, 8.262], [-4.544, 2.543, 9.712], [-1.328, 4.363, 8.288], [-1.763, 4.359, 7.435], [-0.403, 4.499, 8.086], [-7.624, 3.351, 4.615], [-7.388, 2.554, 4.140], [-6.800, 3.655, 4.997], [-2.773, 0.461, 3.675], [-1.908, 0.744, 3.379], [-3.170, 0.056, 2.905], [0.641, 7.136, 3.947], [0.628, 7.807, 4.630], [1.570, 6.984, 3.777], [-0.605, 4.613, 0.964], [-0.323, 4.040, 0.251], [-0.714, 4.028, 1.714], [0.804, 5.233, 6.530], [1.463, 4.821, 5.972], [0.111, 5.501, 5.926], [-2.335, 6.896, 7.022], [-3.193, 7.320, 7.037], [-1.719, 7.608, 6.847], [-3.730, 7.950, 1.930], [-3.726, 7.087, 1.516], [-2.807, 8.139, 2.098]]}



# 7
{"formula": "CH26MnO17P", "method": "ωB97M-V/def2-TZVPD", "total_charge": 2, "energy_ha": -2824.36078, "e_above_lowest_kj_mol": 174.69, "gap_ev": [3.89, 2.35], "homo_ev": [-11.0, -11.0], "spin_multiplicity": 7, "symbols": ["O", "H", "H", "H", "O", "H", "H", "H", "O", "H", "H", "H", "O", "H", "H", "H", "O", "H", "H", "H", "O", "H", "H", "H", "Mn", "C", "O", "O", "O", "P", "O", "O", "O", "O", "O", "H", "H", "O", "H", "H", "O", "H", "H", "O", "H", "H"], "xyz": [[-25.611, 10.217, -11.779], [-25.159, 10.666, -11.061], [-26.539, 10.414, -11.627], [-25.464, 9.281, -11.628], [-22.780, 7.097, -9.975], [-22.607, 8.010, -9.733], [-22.910, 6.548, -9.198], [-23.588, 7.087, -10.492], [-24.349, 9.482, -5.609], [-24.953, 9.493, -4.862], [-24.745, 9.840, -6.407], [-24.069, 8.579, -5.775], [-21.419, 9.148, -7.099], [-20.563, 8.749, -7.269], [-21.919, 8.538, -6.551], [-21.878, 9.418, -7.898], [-26.187, 7.678, -8.696], [-25.887, 6.987, -8.100], [-25.797, 8.516, -8.439], [-25.911, 7.480, -9.594], [-26.946, 11.380, -8.282], [-26.762, 12.286, -8.543], [-26.119, 10.942, -8.067], [-27.358, 11.001, -9.062], [-23.597, 13.015, -9.395], [-25.731, 14.316, -9.948], [-26.792, 14.762, -10.260], [-24.750, 14.226, -10.671], [-25.655, 13.650, -8.895], [-23.875, 10.524, -8.757], [-23.289, 11.751, -7.953], [-22.804, 9.501, -9.162], [-24.407, 11.312, -10.014], [-25.078, 9.896, -7.976], [-22.776, 14.662, -8.304], [-21.986, 14.648, -7.764], [-22.856, 15.572, -8.590], [-21.364, 12.554, -6.498], [-22.101, 12.206, -7.000], [-20.588, 12.221, -6.948], [-24.900, 12.506, -6.005], [-25.183, 13.306, -6.447], [-24.029, 12.331, -6.361], [-21.269, 10.294, -11.037], [-20.541, 9.692, -10.882], [-21.983, 9.951, -10.500]]}



# 8
{"formula": "CH26O16Y", "method": "ωB97M-V/def2-TZVPD", "total_charge": 1, "energy_ha": -1295.68181, "e_above_lowest_kj_mol": 254.29, "gap_ev": 5.47, "homo_ev": -11.7, "symbols": ["Y", "C", "O", "O", "O", "O", "H", "H", "O", "H", "H", "O", "H", "H", "O", "H", "H", "O", "H", "H", "O", "H", "H", "O", "H", "H", "O", "H", "H", "O", "H", "H", "O", "H", "H", "O", "H", "H", "O", "H", "H", "O", "H", "H"], "xyz": [[1.043, -1.284, 2.005], [0.331, 0.296, -0.059], [0.706, -1.014, -0.238], [0.176, 0.575, 1.158], [-0.226, 0.915, -0.999], [1.444, 0.493, 3.613], [0.851, 0.767, 4.358], [1.941, 1.329, 3.442], [0.672, 1.830, -3.186], [1.150, 1.077, -3.561], [0.367, 1.443, -2.340], [2.271, -0.437, -2.192], [1.840, -1.174, -2.637], [1.813, -0.361, -1.390], [-1.285, 2.889, 0.226], [-0.914, 1.978, 0.112], [-1.665, 3.093, -0.658], [-1.004, -0.717, 3.257], [-1.842, -0.831, 2.874], [-0.981, -1.427, 3.901], [-2.148, 2.145, -3.055], [-1.193, 2.071, -3.161], [-2.247, 1.720, -2.174], [-1.815, 2.014, 2.863], [-1.250, 1.251, 2.917], [-1.614, 2.347, 2.045], [-0.886, -0.710, -3.115], [-0.345, -0.549, -3.894], [-0.355, -0.412, -2.369], [1.768, 2.863, 1.016], [1.104, 2.206, 0.778], [2.347, 2.787, 0.286], [-2.910, 0.366, -0.875], [-1.924, 0.438, -0.944], [-2.987, 0.503, 0.092], [-0.591, -2.774, 1.288], [-0.493, -3.729, 1.393], [-1.473, -2.782, 0.916], [0.885, -3.330, -1.711], [1.170, -4.049, -1.176], [0.776, -2.636, -1.028], [2.133, -2.956, 0.877], [2.873, -3.338, 1.347], [2.487, -2.888, -0.006]]}



# 9
{"formula": "CH28O17", "method": "ωB97M-V/def2-TZVPD", "total_charge": -2, "energy_ha": -1334.05882, "e_above_lowest_kj_mol": 107.07, "gap_ev": 8.60, "homo_ev": -3.5, "symbols": ["C", "O", "O", "O", "O", "H", "H", "O", "H", "H", "O", "H", "H", "O", "H", "H", "O", "H", "H", "O", "H", "H", "O", "H", "H", "O", "H", "H", "O", "H", "H", "O", "H", "H", "O", "H", "H", "O", "H", "H", "O", "H", "H", "O", "H", "H"], "xyz": [[-0.230, -0.075, -0.116], [0.836, -0.352, 0.697], [-1.072, -1.030, -0.345], [-0.204, 1.084, -0.626], [-3.189, 0.954, 1.281], [-2.684, 1.640, 0.937], [-2.661, 0.471, 1.927], [1.276, -1.150, 3.383], [1.972, -0.948, 2.765], [0.633, -1.505, 2.757], [-0.647, -2.459, 1.755], [-0.610, -3.239, 1.146], [-0.739, -1.690, 1.213], [0.965, 3.712, -0.459], [0.053, 3.492, -0.152], [0.793, 3.501, -1.366], [-2.211, 0.082, -2.539], [-2.766, 0.828, -2.261], [-1.653, 0.091, -1.815], [-1.501, 2.944, 0.387], [-1.189, 2.046, 0.093], [-2.281, 2.942, -0.124], [1.898, -0.004, -2.187], [2.709, 0.110, -1.718], [1.197, 0.121, -1.531], [1.609, -2.793, -0.129], [0.957, -2.096, 0.063], [1.551, -3.300, 0.678], [0.208, 2.375, -2.921], [-0.553, 2.893, -3.165], [-0.126, 1.824, -2.231], [0.564, 1.682, 2.525], [1.442, 1.395, 2.691], [0.386, 1.169, 1.761], [-3.200, -2.305, -0.522], [-2.317, -1.879, -0.445], [-3.273, -2.877, 0.253], [3.400, -1.427, 1.756], [3.922, -1.910, 1.128], [2.702, -1.105, 1.218], [-0.649, -2.630, -2.647], [-0.730, -2.019, -1.877], [-1.412, -3.259, -2.550], [2.613, 1.437, 0.545], [1.807, 0.920, 0.451], [2.389, 2.345, 0.308]]}



# 10
{"formula": "CH2Br3Ca2F4O5P2", "method": "ωB97M-V/def2-TZVPD", "total_charge": 1, "energy_ha": -10575.28244, "e_above_lowest_kj_mol": 0.00, "gap_ev": 8.04, "homo_ev": -12.7, "symbols": ["Ca", "Ca", "O", "H", "O", "P", "O", "F", "F", "O", "P", "O", "F", "F", "C", "Br", "Br", "Br", "H"], "xyz": [[1.425, -0.537, -2.581], [-1.529, -0.328, -0.927], [0.510, -1.179, -0.680], [0.776, -0.709, 0.122], [-1.989, -2.046, -2.175], [-0.904, -2.950, -2.687], [0.352, -2.321, -3.195], [-1.514, -3.864, -3.720], [-0.537, -3.901, -1.549], [-0.427, 1.541, -0.217], [0.728, 2.262, -0.816], [1.830, 1.430, -1.410], [1.391, 3.227, 0.145], [0.243, 3.180, -1.951], [-0.006, 1.162, 4.428], [-0.179, 0.161, 2.784], [-1.721, 1.490, 5.204], [0.961, 2.797, 4.109], [0.591, 0.585, 5.118]]}



# 11
{"formula": "CH2BrCl2PS", "method": "ωB97M-V/def2-TZVPD", "energy_ha": -4273.20353, "e_above_lowest_kj_mol": 0.00, "gap_ev": [8.45, 5.90], "homo_ev": [-9.2, -8.6], "symbols": ["C", "P", "S", "Cl", "Cl", "Br", "H", "H"], "xyz": [[-1.606, 0.667, 0.473], [1.166, -0.501, -0.511], [2.025, 0.351, -2.068], [2.499, -0.691, 0.989], [0.756, -2.439, -0.954], [-1.008, 1.831, 1.748], [-1.870, 1.071, -0.487], [-1.962, -0.290, 0.809]]}



# 12
{"formula": "CH2BrN", "method": "ωB97M-V/def2-TZVPD", "energy_ha": -2667.93490, "e_above_lowest_kj_mol": 294.88, "gap_ev": [6.54, 6.52], "homo_ev": [-9.7, -9.7], "symbols": ["C", "N", "Br", "H", "H"], "xyz": [[0.579, -0.057, -0.366], [-0.185, 0.820, -0.020], [-2.415, 0.099, 1.473], [1.611, 0.257, -0.565], [0.410, -1.119, -0.522]]}